# C56H136N8O12

A 12-piece molecular cluster, C56H136N8O12 overall in a non-equilibrium geometry (wB97M-V/def2-TZVPD, the Open Molecules 2025 dataset).

Bonds (Å) are listed after each position.
Element x y z (Å)
1 C -16.5720 -37.7893 -25.9690  C2 1.548, H12 1.090, H13 1.090, H14 1.090
2 C -16.3419 -37.3302 -27.4294  C1 1.548, C3 1.529, N7 1.466, C11 1.569
3 C -17.7315 -37.0762 -28.0137  C2 1.529, C4 1.509, H15 1.090, H16 1.090
4 C -17.7745 -36.1654 -29.2164  C3 1.509, C5 1.453, H17 1.090, H18 1.090
5 C -17.1206 -34.8971 -28.9412  C4 1.453, C6 1.566, H19 1.090, H20 1.090
6 C -15.6485 -35.1024 -28.4486  C5 1.566, N7 1.448, C9 1.558, C10 1.552
7 N -15.6028 -36.0653 -27.3678  C2 1.466, C6 1.448, O8 1.346
8 O -14.3229 -36.2863 -27.0163  N7 1.346, H30 0.960
9 C -14.8011 -35.5194 -29.6877  C6 1.558, H21 1.090, H22 1.090, H23 1.090
10 C -15.2839 -33.6711 -27.9727  C6 1.552, H24 1.090, H25 1.090, H26 1.090
11 C -15.7181 -38.5310 -28.2227  C2 1.569, H27 1.090, H28 1.090, H29 1.090
12 H -17.4443 -38.4428 -25.9814  C1 1.090
13 H -16.9148 -36.9798 -25.3246  C1 1.090
14 H -15.8417 -38.4062 -25.4454  C1 1.090
15 H -18.2740 -38.0137 -28.1351  C3 1.090
16 H -18.3759 -36.5735 -27.2924  C3 1.090
17 H -18.7828 -36.0286 -29.6072  C4 1.090
18 H -17.2657 -36.7379 -29.9920  C4 1.090
19 H -17.7284 -34.4047 -28.1821  C5 1.090
20 H -17.1265 -34.3342 -29.8746  C5 1.090
21 H -15.0161 -36.5269 -30.0439  C9 1.090
22 H -14.7322 -34.8005 -30.5041  C9 1.090
23 H -13.7458 -35.5849 -29.4225  C9 1.090
24 H -15.7054 -32.8823 -28.5959  C10 1.090
25 H -15.7195 -33.4916 -26.9898  C10 1.090
26 H -14.2213 -33.4374 -27.9077  C10 1.090
27 H -16.2009 -39.5021 -28.1128  C11 1.090
28 H -14.6926 -38.7265 -27.9094  C11 1.090
29 H -15.6471 -38.2590 -29.2758  C11 1.090
30 H -14.2666 -35.9220 -26.1299  O8 0.960
31 C -1.3227 -33.0156 -24.3904  C32 1.573, H42 1.090, H43 1.090, H44 1.090
32 C -0.6153 -31.6550 -24.7384  C31 1.573, C33 1.554, N37 1.487, C41 1.545
33 C -0.3247 -30.8308 -23.4540  C32 1.554, C34 1.552, H45 1.090, H46 1.090
34 C 0.9209 -31.2402 -22.6234  C33 1.552, C35 1.484, H47 1.090, H48 1.090
35 C 2.0606 -31.3558 -23.5673  C34 1.484, C36 1.591, H49 1.090, H50 1.090
36 C 1.8504 -32.3686 -24.7768  C35 1.591, N37 1.499, C39 1.545, C40 1.596
37 N 0.6267 -31.9139 -25.5134  C32 1.487, C36 1.499, O38 1.394
38 O 0.5152 -32.5796 -26.7334  N37 1.394, H60 0.960
39 C 3.1272 -32.2388 -25.6376  C36 1.545, H51 1.090, H52 1.090, H53 1.090
40 C 1.8308 -33.8747 -24.2488  C36 1.596, H54 1.090, H55 1.090, H56 1.090
41 C -1.5844 -30.7753 -25.5589  C32 1.545, H57 1.090, H58 1.090, H59 1.090
42 H -1.1552 -33.3860 -23.3790  C31 1.090
43 H -1.1714 -33.8792 -25.0380  C31 1.090
44 H -2.4015 -32.9516 -24.5327  C31 1.090
45 H -0.1320 -29.7763 -23.6516  C33 1.090
46 H -1.1690 -30.9408 -22.7736  C33 1.090
47 H 0.8312 -32.1978 -22.1103  C34 1.090
48 H 1.1105 -30.5912 -21.7684  C34 1.090
49 H 2.8441 -31.7005 -22.8924  C35 1.090
50 H 2.2705 -30.3114 -23.7982  C35 1.090
51 H 4.0735 -32.6466 -25.2823  C39 1.090
52 H 2.9343 -32.7168 -26.5980  C39 1.090
53 H 3.3260 -31.2016 -25.9076  C39 1.090
54 H 1.8024 -34.4387 -25.1812  C40 1.090
55 H 2.7434 -34.0430 -23.6769  C40 1.090
56 H 0.9634 -34.1319 -23.6410  C40 1.090
57 H -1.1078 -29.8142 -25.7517  C41 1.090
58 H -2.5149 -30.5097 -25.0570  C41 1.090
59 H -1.8077 -31.2075 -26.5343  C41 1.090
60 H 0.8202 -31.9677 -27.4074  O38 0.960
61 C -21.3636 -32.1066 -24.0876  C62 1.559, H72 1.090, H73 1.090, H74 1.090
62 C -21.2008 -31.0267 -22.9745  C61 1.559, C63 1.618, N67 1.485, C71 1.545
63 C -21.0178 -29.6246 -23.7611  C62 1.618, C64 1.516, H75 1.090, H76 1.090
64 C -22.3495 -29.0696 -24.2276  C63 1.516, C65 1.499, H77 1.090, H78 1.090
65 C -23.3306 -28.8688 -23.1126  C64 1.499, C66 1.587, H79 1.090, H80 1.090
66 C -23.6499 -30.2042 -22.3166  C65 1.587, N67 1.477, C69 1.570, C70 1.533
67 N -22.3969 -30.9540 -22.0970  C62 1.485, C66 1.477, O68 1.336
68 O -22.4597 -31.9933 -21.2596  N67 1.336, H90 0.960
69 C -24.2596 -29.7681 -20.9367  C66 1.570, H81 1.090, H82 1.090, H83 1.090
70 C -24.6954 -31.0342 -23.0700  C66 1.533, H84 1.090, H85 1.090, H86 1.090
71 C -19.9326 -31.3165 -22.1405  C62 1.545, H87 1.090, H88 1.090, H89 1.090
72 H -20.4497 -32.4466 -24.5746  C61 1.090
73 H -22.1443 -31.9181 -24.8246  C61 1.090
74 H -21.7172 -32.9884 -23.5532  C61 1.090
75 H -20.4198 -28.8807 -23.2347  C63 1.090
76 H -20.4511 -29.9089 -24.6478  C63 1.090
77 H -22.8186 -29.7102 -24.9744  C64 1.090
78 H -22.0551 -28.2273 -24.8536  C64 1.090
79 H -24.2118 -28.4611 -23.6081  C65 1.090
80 H -22.9696 -28.0940 -22.4363  C65 1.090
81 H -24.7955 -30.6315 -20.5425  C69 1.090
82 H -23.5202 -29.4714 -20.1929  C69 1.090
83 H -25.0066 -28.9796 -21.0282  C69 1.090
84 H -24.2675 -31.3576 -24.0189  C70 1.090
85 H -24.9969 -31.8352 -22.3950  C70 1.090
86 H -25.6334 -30.4932 -23.1944  C70 1.090
87 H -19.7846 -30.6870 -21.2631  C71 1.090
88 H -19.1048 -31.1830 -22.8369  C71 1.090
89 H -19.9736 -32.3855 -21.9317  C71 1.090
90 H -22.2901 -31.6150 -20.3938  O68 0.960
91 C -7.2672 -34.0309 -32.6299  C92 1.551, H102 1.090, H103 1.090, H104 1.090
92 C -7.3828 -34.8439 -31.3142  C91 1.551, C93 1.582, N97 1.503, C101 1.491
93 C -7.9058 -36.2656 -31.7705  C92 1.582, C94 1.523, H105 1.090, H106 1.090
94 C -7.7647 -37.3263 -30.6862  C93 1.523, C95 1.537, H107 1.090, H108 1.090
95 C -6.2935 -37.3332 -30.2428  C94 1.537, C96 1.578, H109 1.090, H110 1.090
96 C -5.6560 -35.9726 -29.7599  C95 1.578, N97 1.457, C99 1.576, C100 1.587
97 N -5.9844 -34.9854 -30.7806  C92 1.503, C96 1.457, O98 1.399
98 O -5.2885 -33.7838 -30.6068  N97 1.399, H120 0.960
99 C -6.1588 -35.5422 -28.3297  C96 1.576, H111 1.090, H112 1.090, H113 1.090
100 C -4.0982 -36.2757 -29.7948  C96 1.587, H114 1.090, H115 1.090, H116 1.090
101 C -8.2981 -34.2485 -30.2991  C92 1.491, H117 1.090, H118 1.090, H119 1.090
102 H -6.6287 -33.1602 -32.4808  C91 1.090
103 H -8.2356 -33.6356 -32.9364  C91 1.090
104 H -6.8677 -34.6029 -33.4673  C91 1.090
105 H -8.9104 -36.2784 -32.1931  C93 1.090
106 H -7.2369 -36.5386 -32.5868  C93 1.090
107 H -7.9550 -38.3247 -31.0800  C94 1.090
108 H -8.4881 -37.1648 -29.8870  C94 1.090
109 H -5.6559 -37.7422 -31.0265  C95 1.090
110 H -6.2125 -38.0423 -29.4190  C95 1.090
111 H -6.2886 -34.4696 -28.1862  C99 1.090
112 H -7.1363 -35.9912 -28.1536  C99 1.090
113 H -5.4017 -35.9053 -27.6346  C99 1.090
114 H -3.4978 -35.3697 -29.7129  C100 1.090
115 H -3.7252 -36.8898 -28.9752  C100 1.090
116 H -3.6582 -36.5579 -30.7514  C100 1.090
117 H -7.8028 -33.3713 -29.8828  C101 1.090
118 H -8.5992 -34.9334 -29.5063  C101 1.090
119 H -9.2228 -33.8662 -30.7312  C101 1.090
120 H -5.6383 -33.5271 -29.7504  O98 0.960
121 C -11.6993 -28.1377 -30.3544  O122 1.430, H123 1.090, H124 1.090, H125 1.090
122 O -10.7358 -28.6114 -29.4106  C121 1.430, H126 0.960
123 H -11.5572 -27.1007 -30.6585  C121 1.090
124 H -11.6935 -28.7629 -31.2473  C121 1.090
125 H -12.7185 -28.2609 -29.9882  C121 1.090
126 H -9.8920 -28.3923 -29.8124  O122 0.960
127 C -5.8890 -28.4116 -29.5473  O128 1.499, H129 1.090, H130 1.090, H131 1.090
128 O -6.6098 -28.2141 -30.8471  C127 1.499, H132 0.960
129 H -6.4802 -28.9205 -28.7860  C127 1.090
130 H -4.9572 -28.9769 -29.5583  C127 1.090
131 H -5.6853 -27.4096 -29.1694  C127 1.090
132 H -6.0377 -27.6358 -31.3569  O128 0.960
133 C -4.8973 -33.8764 -19.2195  O134 1.444, H135 1.090, H136 1.090, H137 1.090
134 O -5.2078 -32.8501 -18.2526  C133 1.444, H138 0.960
135 H -5.7746 -34.4484 -19.5216  C133 1.090
136 H -4.6306 -33.3462 -20.1338  C133 1.090
137 H -4.0710 -34.4955 -18.8702  C133 1.090
138 H -5.9582 -32.3776 -18.6203  O134 0.960
139 C -9.7185 -30.9675 -17.1444  O140 1.407, H141 1.090, H142 1.090, H143 1.090
140 O -8.9485 -30.8041 -18.3107  C139 1.407, H144 0.960
141 H -9.2111 -31.4434 -16.3052  C139 1.090
142 H -10.1189 -30.0527 -16.7075  C139 1.090
143 H -10.5922 -31.6064 -17.2730  C139 1.090
144 H -9.3938 -30.1456 -18.8489  O140 0.960
145 C -13.1266 -26.7650 -20.4806  C146 1.523, H151 1.090, H152 1.090, H153 1.090
146 C -13.0864 -28.0200 -21.3434  C145 1.523, C147 1.544, N150 1.454, H154 1.090
147 C -14.0386 -28.0550 -22.5588  C146 1.544, O148 1.426, H155 1.090, H156 1.090
148 O -13.5652 -27.1754 -23.5758  C147 1.426, C149 1.408
149 C -14.2677 -27.1144 -24.7950  O148 1.408, H157 1.090, H158 1.090, H159 1.090
150 N -11.7072 -28.2730 -21.7284  C146 1.454, H160 1.010, H161 1.010
151 H -12.8033 -25.8741 -21.0189  C145 1.090
152 H -12.3720 -26.8038 -19.6950  C145 1.090
153 H -14.1182 -26.5675 -20.0734  C145 1.090
154 H -13.3997 -28.8202 -20.6729  C146 1.090
155 H -15.0728 -27.8408 -22.2894  C147 1.090
156 H -14.0010 -29.0608 -22.9772  C147 1.090
157 H -15.3197 -26.8503 -24.9030  C149 1.090
158 H -14.2436 -28.1186 -25.2182  C149 1.090
159 H -13.6969 -26.4162 -25.4072  C149 1.090
160 H -11.6795 -29.0981 -22.3102  N150 1.010
161 H -11.5961 -27.5684 -22.4434  N150 1.010
162 C -8.2880 -25.3770 -25.9065  C163 1.522, H168 1.090, H169 1.090, H170 1.090
163 C -8.8735 -23.9886 -26.1239  C162 1.522, C164 1.527, N167 1.464, H171 1.090
164 C -8.8918 -23.4873 -27.5663  C163 1.527, O165 1.421, H172 1.090, H173 1.090
165 O -7.5560 -23.5571 -28.0447  C164 1.421, C166 1.440
166 C -7.4021 -23.3749 -29.4653  O165 1.440, H174 1.090, H175 1.090, H176 1.090
167 N -10.1666 -23.8670 -25.4487  C163 1.464, H177 1.010, H178 1.010
168 H -8.2111 -25.5109 -24.8275  C162 1.090
169 H -7.2667 -25.5287 -26.2556  C162 1.090
170 H -8.9553 -26.1274 -26.3304  C162 1.090
171 H -8.1909 -23.3242 -25.5942  C163 1.090
172 H -9.3771 -22.5207 -27.7012  C164 1.090
173 H -9.4244 -24.2226 -28.1693  C164 1.090
174 H -6.3400 -23.2469 -29.6744  C166 1.090
175 H -7.9486 -22.5297 -29.8837  C166 1.090
176 H -7.5591 -24.3200 -29.9853  C166 1.090
177 H -10.1811 -23.6946 -24.4536  N167 1.010
178 H -10.8770 -24.5659 -25.6129  N167 1.010
179 C -18.6300 -37.3260 -18.2045  C180 1.556, H185 1.090, H186 1.090, H187 1.090
180 C -17.7409 -38.2938 -19.0372  C179 1.556, C181 1.529, N184 1.444, H188 1.090
181 C -16.4327 -38.5623 -18.2916  C180 1.529, O182 1.434, H189 1.090, H190 1.090
182 O -15.6284 -39.5359 -18.9701  C181 1.434, C183 1.372
183 C -14.7166 -40.2029 -18.1909  O182 1.372, H191 1.090, H192 1.090, H193 1.090
184 N -18.5320 -39.4569 -19.3629  C180 1.444, H194 1.010, H195 1.010
185 H -19.4941 -36.7919 -18.5998  C179 1.090
186 H -18.0431 -36.5675 -17.6866  C179 1.090
187 H -18.9986 -38.0114 -17.4412  C179 1.090
188 H -17.5131 -37.8154 -19.9897  C180 1.090
189 H -16.6468 -38.8337 -17.2579  C181 1.090
190 H -15.8356 -37.6734 -18.0882  C181 1.090
191 H -14.9638 -40.7013 -17.2536  C183 1.090
192 H -13.9315 -39.4953 -17.9246  C183 1.090
193 H -14.3302 -41.0697 -18.7270  C183 1.090
194 H -19.2393 -39.2249 -20.0456  N184 1.010
195 H -17.9075 -40.0498 -19.8908  N184 1.010
196 C -8.7967 -32.2137 -23.5492  C197 1.553, H202 1.090, H203 1.090, H204 1.090
197 C -10.1773 -32.6484 -24.1108  C196 1.553, C198 1.520, N201 1.456, H205 1.090
198 C -10.9335 -33.3615 -23.0020  C197 1.520, O199 1.439, H206 1.090, H207 1.090
199 O -12.2402 -33.7418 -23.4698  C198 1.439, C200 1.395
200 C -13.0905 -34.0514 -22.4087  O199 1.395, H208 1.090, H209 1.090, H210 1.090
201 N -10.8406 -31.4393 -24.5771  C197 1.456, H211 1.010, H212 1.010
202 H -8.8155 -31.7191 -22.5781  C196 1.090
203 H -8.4045 -31.5076 -24.2812  C196 1.090
204 H -8.1625 -33.1002 -23.5503  C196 1.090
205 H -10.0755 -33.3454 -24.9426  C197 1.090
206 H -11.0450 -32.7824 -22.0853  C198 1.090
207 H -10.4556 -34.2701 -22.6358  C198 1.090
208 H -14.0400 -34.4695 -22.7428  C200 1.090
209 H -13.3029 -33.2188 -21.7380  C200 1.090
210 H -12.5871 -34.7704 -21.7624  C200 1.090
211 H -10.5442 -31.2053 -25.5138  N201 1.010
212 H -11.8190 -31.6822 -24.6396  N201 1.010

Values from the calculation:
Total charge ... 0
E_LUMO ... 0.1 eV
Electronic energy ... -96754.921 eV
Structure (SMILES) ... CC1(C)CCCC(C)(C)N1O.CC1(C)CCCC(C)(C)N1O.CC1(C)CCCC(C)(C)N1O.CC1(C)CCCC(C)(C)N1O.COC[C@H](C)N.COC[C@H](C)N.COC[C@H](C)N.COC[C@H](C)N.CO.CO.CO.CO
F_max ... 3.88 eV/Å
HOMO energy ... -7.87 eV